(1)
The following is a DFT calculation (ωB97M-V/def2-TZVPD) of one molecule with the formula C3H3Br2F.

Positions of all 9 atoms, in Å:
1 C 0.0497 0.9542 0.3209
2 C -0.5410 -0.2422 0.5453
3 C -0.9108 -0.8340 2.0846
4 F 0.2416 -1.0730 2.7932
5 Br -1.8124 0.6473 2.9768
6 Br -2.0574 -2.5499 2.1026
7 H 0.1314 1.3605 -0.6443
8 H 0.5324 1.5213 1.1843
9 H -1.0690 -0.9553 -0.1187

Summary:
- energy relative to the best compared isomer or geometry (same formula, charge and spin) (eV) = 0.9912
- spin multiplicity = 3
- HOMO energy (alpha / beta) (eV) = -6.5868 / -10.5346
- <S²> = 2.01
- molecular weight (g mol⁻¹) = 217.86
- electronic energy (Ha) = -5363.7912

(2)
The following is a DFT calculation (ωB97M-V/def2-TZVPD) of one molecule with the formula C3H3Br2P.

Positions of all 9 atoms, in Å:
1 C -0.1490 0.1167 -1.7264
2 C -0.2842 0.0341 -0.5388
3 C -0.2955 0.0928 0.9148
4 P -1.8334 0.5642 1.8055
5 Br -0.8998 0.6068 3.9539
6 Br -1.9838 2.6473 1.0854
7 H -0.0100 0.1558 -2.7745
8 H 0.0892 -0.7472 1.4477
9 H 0.3397 0.8789 1.2868

Summary:
- energy relative to the best compared isomer or geometry (same formula, charge and spin) (eV) = 0.0000
- spin multiplicity = 1
- SMILES string = C#CCP(Br)Br
- HOMO energy (eV) = -9.5166
- molecular weight (g mol⁻¹) = 229.84
- electronic energy (Ha) = -5605.4629

(3)
The following is a DFT calculation (ωB97M-V/def2-TZVPD) of C3H3Br3 as an isolated structure.

Positions of all 9 atoms, in Å:
1 C 0.4203 -0.4735 -0.1628
2 C 1.3593 0.4800 0.0253
3 C -1.4172 -0.1198 0.3177
4 Br 3.0905 0.3163 -0.6639
5 Br -2.3538 -1.6943 -0.2246
6 Br -1.6354 1.4429 -0.7073
7 H 0.5078 -1.5319 -0.5856
8 H 1.3314 1.3568 0.6262
9 H -1.3029 0.2236 1.3748

Summary:
- energy relative to the best compared isomer or geometry (same formula, charge and spin) (eV) = 2.0590
- spin multiplicity = 1
- HOMO energy (eV) = -9.4413
- molecular weight (g mol⁻¹) = 278.77
- electronic energy (Ha) = -7838.0544